(1)
The following is a DFT calculation (ωB97M-V/def2-TZVPD) of a single C6H6O4S molecule at a distorted geometry.

Atoms and positions in Å:
C 0.5099 0.4472 -0.1806
C -0.4081 -0.6775 -0.0406
C -0.1552 1.5834 -0.8436
C -1.7571 -0.3013 -0.5712
C -1.4615 0.9458 -1.3836
C 1.3070 -1.6123 1.1612
O 0.2190 2.7110 -0.9246
O 3.0341 0.3871 0.4562
O 1.5032 0.8950 2.2642
O -0.0301 -1.7638 0.6785
S 1.7189 0.2338 1.0267
H -2.1965 -1.1202 -1.0534
H -2.3909 -0.2109 0.2546
H -2.0914 1.7726 -1.3491
H -1.2847 0.6328 -2.3911
H 1.3011 -2.0884 2.2312
H 2.1822 -1.8343 0.6654

Calculated values
- highest occupied orbital energy (eV) = -9.81
- orbital gap (eV) = 9.652
- charge = 0

=====

(2)
The following is a DFT calculation (ωB97M-V/def2-TZVPD) of a single C6H6OS molecule at a distorted geometry.

Atoms and positions in Å:
C -2.5274 -1.0081 -0.4698
C -2.6487 0.0873 0.2791
C -1.4857 0.7609 0.6529
C -0.2422 -0.0640 0.1455
C 2.1931 0.5308 -0.4829
C 1.2201 -0.0667 0.5244
O -2.4924 0.8175 1.5593
S -0.8528 -1.1564 -1.0459
H -3.1434 -1.5282 -1.1736
H 1.7647 1.4527 -0.9672
H 2.3723 -0.0825 -1.3323
H 3.0313 0.9869 0.0938
H 1.4199 0.4450 1.5129
H 1.3912 -1.1753 0.7039

Calculated values
- highest occupied orbital energy (spin up / spin down) (eV) = -8.21 / -8.21
- orbital gap (spin up / spin down) (eV) = 8.006 / 8.008
- charge = 0

=====

(3)
The following is a DFT calculation (ωB97M-V/def2-TZVPD) of a molecular structure, C6H6OS at a distorted geometry.

Atoms and positions in Å:
C -0.0277 0.8238 0.0438
C -0.5450 0.0725 1.2227
C 0.3178 -1.1145 0.4649
C -0.5656 -1.2470 -0.7943
C -0.8338 0.0445 -1.0265
C 1.2902 -0.1355 -0.0118
H 1.1694 2.3223 -0.8170
H -0.3109 0.4617 2.3483
H -1.6818 0.0096 1.0762
H 0.4805 -1.9907 1.2903
H -0.9466 -1.9172 -1.4889
H -1.2401 0.4229 -1.9957
O 0.0116 2.2126 -0.1340
S 2.8820 0.0351 -0.1778

Calculated values
- highest occupied orbital energy (eV) = -8.91
- orbital gap (eV) = 8.781
- charge = 0

=====

(4)
The following is a DFT calculation (ωB97M-V/def2-TZVPD) of a single C6H6OS molecule at a distorted geometry.

Atoms and positions in Å:
C 2.0879 3.0657 -1.7892
C 1.3202 2.0114 -1.0667
C 0.7266 1.0982 -0.4691
C -0.1950 0.2568 0.0138
C -0.7060 0.0451 1.2512
C -0.1938 -2.0579 -0.0274
H 1.6135 3.8129 -2.3259
H 2.8040 2.7418 -2.6051
H 2.7062 3.5884 -1.0272
H -0.3264 0.5543 2.1120
H 0.8964 -2.3566 0.2627
H -0.9646 -2.7918 -0.5571
O -0.4165 -0.7478 -0.8092
S -1.3523 -1.6302 1.4462

Calculated values
- highest occupied orbital energy (eV) = -7.95
- orbital gap (eV) = 8.423
- charge = 0

=====

(5)
The following is a DFT calculation (ωB97M-V/def2-TZVPD) of a single C6H6OS2 molecule at a distorted geometry.

Atoms and positions in Å:
C -1.0323 1.4483 -0.2866
C -1.6516 2.4438 0.4960
C 0.1773 1.0799 0.4744
C 0.3845 1.7840 1.6878
C 1.4367 0.1842 0.0792
C 0.9578 -1.3041 0.3186
O 2.4514 0.5723 0.9344
S -0.9932 2.8145 2.0235
S 1.9178 1.5759 2.4071
H -1.4340 1.0912 -1.2277
H -2.4935 3.0837 0.2579
H 1.8914 0.2616 -0.9553
H 1.0522 -1.8918 -0.5697
H -0.0537 -1.3140 0.6982
H 1.7098 -1.7564 1.0321

Calculated values
- highest occupied orbital energy (eV) = -7.80
- orbital gap (eV) = 7.611
- charge = 0

=====

(6)
The following is a DFT calculation (ωB97M-V/def2-TZVPD) of a single C6H6P4 molecule at a distorted geometry.

Atoms and positions in Å:
C 2.2146 0.6741 1.7545
C -2.2827 -0.5765 -1.7610
C 2.1718 -0.2663 0.8292
C -1.2208 -1.3901 -1.6072
C -0.5575 0.5730 2.1899
C -0.2843 1.0476 -1.4008
P 0.7878 1.1505 2.9041
P -1.9647 1.2401 -1.6543
P 0.7305 -1.2600 0.4214
P 0.3369 -0.5520 -1.6247
H 3.0623 1.1988 1.8930
H -3.2415 -1.1709 -1.9632
H 2.9201 -0.2444 0.0689
H -1.4968 -2.4265 -1.6092
H -1.5061 0.2681 2.3964
H 0.3303 1.7345 -0.8371

Calculated values
- highest occupied orbital energy (spin up / spin down) (eV) = -8.10 / -7.92
- orbital gap (spin up / spin down) (eV) = 7.017 / 7.017
- charge = 0

=====

(7)
The following is a DFT calculation (ωB97M-V/def2-TZVPD) of a molecular structure, C6H6S at a distorted geometry.

Atoms and positions in Å:
C 1.1414 -1.0440 -0.1004
C 2.3859 -0.9936 -0.0729
C 0.0168 0.7578 1.1765
C 0.6101 1.0597 -0.2425
C -0.0817 -0.3004 -0.0120
C -1.3860 -0.8500 -0.6246
S 2.4704 0.7712 -0.3863
H 0.6499 0.5066 2.0830
H -0.8414 1.2976 1.3869
H 0.2687 1.9315 -0.8437
H -1.2713 -1.8960 -0.5016
H -1.5462 -0.6395 -1.6496
H -2.4166 -0.6009 -0.2127

Calculated values
- highest occupied orbital energy (eV) = -8.31
- orbital gap (eV) = 7.809
- charge = 0

=====

(8)
The following is a DFT calculation (ωB97M-V/def2-TZVPD) of a single C6H6S molecule at a distorted geometry.

Atoms and positions in Å:
C -1.0663 -0.7014 0.4124
C 0.0904 -1.4275 -0.1217
C 1.2644 -0.7762 -0.0537
C 1.2334 0.7104 0.1251
C 0.0626 1.4750 0.0807
C -1.0950 0.6260 -0.3016
H -0.9640 -0.5405 1.4964
H -0.0293 -2.4313 -0.3459
H 2.1098 -1.3181 -0.3237
H 2.0164 1.3349 0.3701
H 0.0175 2.5863 0.0075
H -0.9398 0.4830 -1.3514
S -2.7001 -0.0207 0.0057

Calculated values
- highest occupied orbital energy (eV) = -8.73
- orbital gap (eV) = 9.223
- charge = 0

=====

(9)
The following is a DFT calculation (ωB97M-V/def2-TZVPD) of a single C6H6S molecule at a distorted geometry.

Atoms and positions in Å:
C -1.8785 -1.0481 0.1660
C -0.5509 -1.4763 0.2072
C -1.9275 0.3591 0.1919
C 0.1035 -0.2225 0.1545
C -0.6760 0.9173 0.2759
C 3.6976 -0.4972 -0.3787
S 2.0432 -0.1134 0.1896
H -2.8914 -1.6421 0.1887
H -0.0821 -2.4397 0.3076
H -2.8609 0.9879 -0.0048
H -0.4036 2.0303 0.2974
H 3.9184 0.5994 -0.2157
H 2.0374 1.3467 0.0241

Calculated values
- highest occupied orbital energy (eV) = -7.80
- orbital gap (eV) = 5.950
- charge = 0

=====

(10)
The following is a DFT calculation (ωB97M-V/def2-TZVPD) of a molecular structure, C6H6S5 at a distorted geometry.

Atoms and positions in Å:
C 2.3150 -1.4385 0.1480
C 1.7483 -0.3060 -0.1203
C 4.2664 0.1681 -0.2589
C -1.1124 1.7551 0.5810
C -0.9389 0.4566 0.7817
C -0.3324 -0.3718 -0.3396
S 5.6523 0.9384 -0.4222
S 4.0650 -1.4846 0.2340
S 2.7096 1.0703 -0.4143
S -0.7108 -2.0067 -0.6360
S -0.4392 0.4079 -1.9779
H 1.7985 -2.4019 0.4301
H -1.4635 2.4663 1.2912
H -1.0741 2.0828 -0.5327
H -1.1534 0.0197 1.7528
H -0.6946 -2.4191 0.5482
H 0.6991 -0.0782 -2.3488

Calculated values
- highest occupied orbital energy (eV) = -8.17
- orbital gap (eV) = 7.991
- charge = 0

=====

(11)
The following is a DFT calculation (ωB97M-V/def2-TZVPD) of a molecular structure, C6H7AgLiO6 at a distorted geometry.

Atoms and positions in Å:
O -2.4807 -0.6158 3.8281
C -1.9580 -0.8343 2.7313
O -2.2310 -1.8429 2.0267
O -1.0295 0.0813 2.2920
C -0.2203 -0.3011 1.3042
C 1.1685 -0.2938 1.5352
Ag -3.5059 -2.5381 3.7759
H 1.8460 -0.9955 1.0394
H 1.4304 -0.1228 2.5850
Li -1.2456 -2.2261 0.4452
C 0.8587 0.9192 0.2049
C 0.6861 0.2837 -1.1623
O 1.0370 1.2512 -2.1512
C 0.7761 0.9423 -3.4101
O 0.4448 -0.1442 -3.8197
O 0.8122 2.0555 -4.1310
H 1.8320 1.4271 0.2474
H 0.1889 1.7828 0.3259
H -0.3391 -0.0646 -1.3437
H 1.3120 -0.6128 -1.2696
H 0.6172 1.8488 -5.0536

Calculated values
- multiplicity = 3
- highest occupied orbital energy (spin up / spin down) (eV) = -8.21 / -12.32
- expectation value of S² = 2.0130
- orbital gap (spin up / spin down) (eV) = 2.924 / 4.034
- charge = +1

=====

(12)
The following is a DFT calculation (ωB97M-V/def2-TZVPD) of a molecular structure, C6H7AgO6 at a distorted geometry.

Atoms and positions in Å:
O 0.5832 0.6488 1.3391
O 0.9631 1.7706 -0.6356
C 2.1818 1.2027 -1.0849
C 1.7484 -0.1893 -1.5275
O 0.7006 -0.4989 -0.6113
C 0.2544 0.7946 0.0654
H 2.5760 1.8172 -1.9008
H 2.9176 1.1588 -0.2672
H 2.5445 -0.9381 -1.4514
H 1.3430 -0.1776 -2.5490
Ag 0.6303 -1.3140 1.3048
O -0.8617 -2.4085 1.9243
O -2.0511 -0.5922 1.5699
C -2.0540 -0.2148 0.2691
C -1.2550 0.9450 -0.2001
O -2.8616 -2.1352 2.9453
C -1.9585 -1.8238 2.1988
H -2.4123 -0.9941 -0.4038
H -1.4003 1.0817 -1.2819
H -1.5882 1.8672 0.2967

Calculated values
- multiplicity = 3
- highest occupied orbital energy (spin up / spin down) (eV) = -7.41 / -9.66
- expectation value of S² = 2.0082
- orbital gap (spin up / spin down) (eV) = 6.885 / 6.382
- charge = 0

=====

(13)
The following is a DFT calculation (ωB97M-V/def2-TZVPD) of a single C6H7B molecule at a distorted geometry.

Atoms and positions in Å:
B 2.5880 0.3920 1.3938
C 0.0891 0.9798 0.5138
C 1.5859 1.1523 0.7917
C -0.6331 -0.1452 -0.2839
C -1.1173 -0.8585 -1.2675
C -0.6350 -0.2488 1.1704
C -1.6230 -1.3451 -2.3507
H 3.6232 0.3725 1.8853
H -0.4826 1.8027 0.3553
H 1.8524 1.9758 0.1039
H -0.0448 -0.8684 1.7879
H -1.4874 0.0806 1.6754
H -2.5712 -1.2006 -2.7531
H -1.1442 -2.0892 -3.0223

Calculated values
- highest occupied orbital energy (eV) = -8.45
- orbital gap (eV) = 8.076
- charge = 0

=====

(14)
The following is a DFT calculation (ωB97M-V/def2-TZVPD) of a molecular structure, C6H7BFI2N2O6P at a distorted geometry.

Atoms and positions in Å:
N -1.7980 1.7228 1.8261
B -0.9505 2.1490 0.6415
O -0.4121 3.5304 0.4452
C -0.5876 1.0398 -0.5638
I -0.1231 2.4070 -2.2355
C -1.8373 -0.0381 -0.8339
I -3.8417 0.8483 -0.9480
C -1.5265 -1.1685 0.3507
O -2.2960 -2.2073 0.7460
O -0.1955 -0.8098 0.9408
C 0.5410 -0.1316 -0.1774
P 2.2406 0.6829 0.2838
O 3.4086 -0.4179 0.1419
C 0.9918 -1.1859 -1.3708
O 1.5073 -0.6767 -2.5241
N 0.9082 -2.6942 -1.2927
C 1.6190 -3.2642 -0.0854
O 0.8762 -3.6754 0.9775
F 3.1016 -3.3963 0.0610
H -1.2302 1.5795 2.6965
H -2.6197 2.3492 1.9858
H -0.7959 4.0512 1.2226
H -1.7619 -0.6147 -1.8571
H 2.2383 1.2396 1.6295
H 2.6060 1.7390 -0.6526
H -0.0628 -3.0582 -1.4076

Calculated values
- highest occupied orbital energy (eV) = -9.78
- orbital gap (eV) = 8.220
- charge = 0

=====

(15)
The following is a DFT calculation (ωB97M-V/def2-TZVPD) of a molecular structure, C6H7BeF5N11OSTe at a distorted geometry.

Atoms and positions in Å:
Be -0.6336 0.0824 1.1528
N 1.9948 0.7523 -0.2903
C 0.9821 1.7565 -0.2805
N 0.8664 2.9197 -0.9952
N -0.4148 3.3237 -0.6966
N -0.9835 2.4602 0.0356
N -0.1632 1.4769 0.3313
C 1.8220 -0.5136 0.2826
N 2.7760 -1.4578 0.3037
N 2.2130 -2.4125 1.0661
N 1.0335 -2.1035 1.4774
N 0.7540 -0.8577 1.0404
H 2.6482 0.9195 -0.9944
C 0.0968 -2.5538 -2.2124
N -0.1838 -1.2052 -2.5162
C 0.3496 -0.4478 -3.5126
C -0.1680 0.7888 -3.4422
N -1.0061 0.8201 -2.3681
C -0.9823 -0.4372 -1.7741
S -1.9792 -0.9211 -0.4618
H 0.9858 -2.7003 -1.6396
H 0.2565 -2.9908 -3.2383
H -0.8057 -2.8414 -1.6527
H 0.9841 -0.7328 -4.2615
H 0.0451 1.7557 -3.8215
H -1.4113 1.5527 -1.8291
F 0.0804 1.7973 4.0622
Te -1.2957 0.5036 4.2474
F -2.4678 -0.8961 4.6240
F -0.0281 -0.7841 4.7650
F -2.5337 1.9170 4.0554
F -1.4619 0.9041 6.0621
O -1.3696 0.1253 2.4812

Calculated values
- highest occupied orbital energy (eV) = -5.76
- orbital gap (eV) = 7.707
- charge = -1

=====

(16)
The following is a DFT calculation (ωB97M-V/def2-TZVPD) of a single C6H7BrClNO molecule at a distorted geometry.

Atoms and positions in Å:
C 0.3353 -0.0075 0.0800
C 2.1003 0.5841 -1.1616
C -0.2466 0.0724 1.2952
C -0.1847 -0.6739 -1.2146
C 0.2943 0.9479 2.3723
C -1.7159 -0.5046 -1.2852
N 1.5635 0.5180 -0.0870
O 0.4761 -0.4566 -2.2221
Cl 3.2717 0.7606 -2.1415
Br 0.1109 -2.7811 -0.6064
H -1.1884 -0.4857 1.4758
H -0.5830 1.4990 2.5839
H 1.0981 1.4817 1.9690
H 0.6563 0.3515 3.2772
H -1.8551 -0.7408 -2.4746
H -1.9356 0.5958 -1.1770
H -2.1975 -1.1609 -0.6834

Calculated values
- highest occupied orbital energy (eV) = -8.49
- orbital gap (eV) = 7.800
- charge = 0